# 1
C7H14S | wB97M-V/def2-TZVPD

Structure (ORCA input):
```
! wB97M-V def2-TZVPD RIJCOSX def2/J DEFGRID3
* xyz 0 1
C 1.5083 -0.9402 -0.3192
C -0.9913 0.6463 -0.6915
C -0.6743 -0.6186 -1.3157
C 0.1388 -1.6119 -0.5302
C -1.1955 1.7335 -1.5714
C -0.6203 -1.8968 0.8059
C 1.1198 1.5637 1.8371
S 1.3632 0.7187 0.0827
H 2.2269 -1.4732 0.3623
H -1.6022 -1.1341 -1.6503
H -0.2966 -0.4183 -2.3126
H 0.2351 -2.5475 -1.0961
H -2.3378 1.6937 -1.5775
H -0.7807 1.6864 -2.6426
H -1.1414 2.7335 -1.0902
H -1.6437 -2.2147 0.7123
H -0.7774 -1.1039 1.5404
H -0.1372 -2.7014 1.3405
H 0.1697 1.3692 2.1426
H 1.8207 1.2448 2.6418
H 0.9999 2.6414 1.6876
H 2.7201 0.7435 0.2339
*
```

Atomic partial charges in e from the Löwdin method, atoms 1 to 2: atom 1 (C): -0.410, atom 2 (C): -0.191

# 2
C33H46MgP2Si | wB97M-V/def2-TZVPD

Structure (ORCA input):
```
! wB97M-V def2-TZVPD RIJCOSX def2/J DEFGRID3
* xyz 0 1
P -5.6717 1.5085 -0.1671
P -4.7575 -1.5829 -2.7605
C -6.2659 0.8513 -1.7614
C -6.1937 -0.6876 -2.0164
H -5.8436 1.4359 -2.5962
H -7.3352 1.1213 -1.7454
H -6.4543 -1.2373 -1.0952
H -7.0074 -0.9053 -2.7328
C -4.7734 -1.2802 -4.5616
H -3.8412 -1.6578 -5.0114
H -4.8426 -0.2072 -4.7927
H -5.6255 -1.7986 -5.0219
C -5.1179 -3.3561 -2.6507
H -5.7997 -3.6349 -3.4694
H -5.5987 -3.5814 -1.6896
H -4.1964 -3.9512 -2.7412
C -5.8590 3.2978 -0.1287
H -5.1864 3.7405 0.6217
H -6.8993 3.5397 0.1411
H -5.6268 3.7335 -1.1124
C -6.7076 0.8522 1.1417
H -6.8260 -0.2366 1.0545
H -7.6940 1.3360 1.0671
H -6.2738 1.0870 2.1253
Mg 0.1027 -1.0000 1.6267
C -3.0091 -1.3541 -2.3207
C -2.4404 -0.2129 -3.0231
C -3.0680 1.0763 -2.9228
C -2.4326 1.9443 -1.7772
C -3.2706 2.0371 -0.6049
C -3.9913 0.9838 0.1058
C -3.7140 -0.5891 0.1222
C -2.6633 -1.2378 -0.7804
C 0.8065 0.9102 2.0449
H -2.5145 -2.2766 -2.6777
H -1.4337 -0.3139 -3.4171
H -4.1342 0.9401 -2.6817
H -3.0413 1.6333 -3.8767
H -1.4370 1.5582 -1.4993
H -2.2760 2.9545 -2.1902
H -3.2336 2.9843 -0.0567
H -3.9063 1.2539 1.1804
H -4.6640 -1.1465 0.0354
H -3.3982 -0.7990 1.1677
H -1.6925 -0.7255 -0.6597
H -2.4923 -2.2651 -0.4078
H 1.2583 0.7972 3.0387
H -0.1202 1.4987 2.1018
H 1.5193 1.3444 1.3396
C 3.3246 -4.1697 -4.0359
C 2.2299 -4.5052 -3.2295
C 1.7681 -3.6085 -2.2594
C 2.4142 -2.3706 -2.0625
C 3.4832 -2.0216 -2.9126
C 3.9418 -2.9237 -3.8827
Si 1.9257 -1.3423 -0.5967
C 2.2920 -2.4013 0.8878
C 1.2431 -2.9049 1.7344
C 1.5634 -3.2720 3.0664
C 2.8986 -3.4862 3.4105
C 3.9167 -3.2727 2.4728
C 3.6179 -2.7425 1.2124
C 2.9644 0.1981 -0.6230
C 4.0263 0.4227 0.2712
C 4.8055 1.5834 0.1674
C 4.5183 2.5370 -0.8140
C 3.4447 2.3381 -1.6910
C 2.6683 1.1778 -1.5969
H 3.6898 -4.8756 -4.7847
H 1.7319 -5.4693 -3.3534
H 0.9122 -3.8776 -1.6372
H 3.9694 -1.0510 -2.8064
H 4.7844 -2.6469 -4.5198
H 0.2543 -3.1836 1.3027
H 0.7478 -3.4733 3.7646
H 3.1598 -3.8550 4.4064
H 4.9551 -3.5096 2.7163
H 4.4199 -2.5570 0.4924
H 4.2511 -0.3111 1.0455
H 5.6341 1.7351 0.8619
H 5.1300 3.4377 -0.8953
H 3.2082 3.0826 -2.4544
H 1.8304 1.0217 -2.2814
*
```

Atomic partial charges in e from the Löwdin method, atoms 1 to 2: atom 1 (P): 0.872, atom 2 (P): 0.978

# 3
C7H15N | wB97M-V/def2-TZVPD

The SMILES is C/C(=C/N)C(C)(C)C.

Structure (ORCA input):
```
! wB97M-V def2-TZVPD RIJCOSX def2/J DEFGRID3
* xyz 0 1
C 0.1440 2.3207 -0.0126
C 0.6688 0.9361 -0.0247
C 1.8160 0.3716 -0.0459
N 2.4776 -0.8097 0.0532
C -0.6133 -0.3909 0.0267
C -0.5588 -1.2185 -1.2536
C -0.4222 -1.2618 1.2631
C -1.9806 0.2790 0.1115
H -0.5215 2.4877 -0.8593
H -0.4333 2.5060 0.8928
H 0.9706 3.0269 -0.0646
H 2.5508 1.4777 -0.0864
H 2.2997 -1.4810 -0.6793
H 3.4603 -0.7614 0.2777
H 0.3708 -1.7774 -1.3474
H -0.6660 -0.5815 -2.1322
H -1.3753 -1.9494 -1.2751
H -1.2044 -2.0275 1.3222
H -0.4805 -0.6593 2.1700
H 0.5257 -1.7947 1.2611
H -2.7645 -0.4857 0.1585
H -2.0766 0.8945 1.0047
H -2.1872 0.8985 -0.7602
*
```

Atomic partial charges in e from the Löwdin method, atoms 1 to 2: atom 1 (C): -0.083, atom 2 (C): -0.209

# 4
C2H8FOPSi | wB97M-V/def2-TZVPD

The SMILES is CP(C)(=O)[SiH2]F.

Structure (ORCA input):
```
! wB97M-V def2-TZVPD RIJCOSX def2/J DEFGRID3
* xyz 0 1
C -0.7050 0.3646 -1.3874
P 0.3736 0.5933 0.0375
C 1.7469 -0.6287 -0.1337
O 0.7697 2.0737 0.0233
Si -1.1612 -0.1451 1.4525
F -1.3217 -1.6973 1.1256
H -1.3216 1.2686 -1.3930
H -0.0857 0.5842 -2.1954
H -1.4580 -0.4617 -1.3872
H 2.6048 -0.2234 0.5539
H 1.5393 -1.6220 0.2104
H 1.8922 -0.3937 -1.1567
H -2.4563 0.3872 1.4285
H -0.4169 -0.0996 2.8214
*
```

Atomic partial charges in e from the Löwdin method, atoms 1 to 2: atom 1 (C): -0.250, atom 2 (P): 0.445

# 5
C8H10N3OS | wB97M-V/def2-TZVPD

Structure (ORCA input):
```
! wB97M-V def2-TZVPD RIJCOSX def2/J DEFGRID3
* xyz 1 1
C -1.1052 2.4874 -0.6787
C -2.4469 2.3532 -0.5343
C -0.1720 1.5421 -0.1698
C -2.9101 1.0933 -0.2563
C -0.6395 0.3870 0.2957
C -2.0160 0.1446 0.1997
C 0.1492 -1.7222 -0.4172
C 1.2672 -0.7262 1.4562
N -0.9692 -2.1019 -0.8336
N 0.1301 -0.8288 0.5924
N 1.3024 -2.3228 -0.7470
O -4.1422 -1.4253 0.2197
S -2.8156 -1.3346 0.7314
H -0.5795 3.4430 -1.0442
H -3.1387 3.0746 -0.8295
H 0.8615 1.9095 -0.1014
H -3.9290 0.8873 -0.1859
H 1.6547 -1.7732 1.6911
H 2.0874 -0.1431 1.2080
H 1.0180 -0.3429 2.4243
H -1.1263 -2.6983 -1.5996
H 2.1496 -1.8929 -0.4787
H 1.4524 -3.1726 -1.2497
*
```

Atomic partial charges in e from the Löwdin method, atoms 1 to 2: atom 1 (C): -0.017, atom 2 (C): -0.037

# 6
C4H12 | wB97M-V/def2-TZVPD

The SMILES is CC.CC.

Structure (ORCA input):
```
! wB97M-V def2-TZVPD RIJCOSX def2/J DEFGRID3
* xyz 0 1
C -0.2266 -0.8239 2.9229
C -0.3293 -0.4012 1.4387
H -0.9682 -0.3779 3.5832
H -0.1365 -1.9053 2.9852
H 0.6842 -0.3853 3.3397
H -1.2534 -0.8208 1.0470
H -0.5607 0.6668 1.4778
H 0.5730 -0.6192 0.8846
C 0.7876 1.0826 -1.9073
C -0.2504 0.1075 -2.4603
H 1.3359 1.6186 -2.6990
H 0.4829 1.9687 -1.3503
H 1.5925 0.6411 -1.3126
H -0.6696 -0.5439 -1.6993
H 0.2112 -0.5064 -3.2293
H -1.0373 0.7306 -2.8837
*
```

Atomic partial charges in e from the Löwdin method, atoms 1 to 2: atom 1 (C): -0.174, atom 2 (C): -0.172

# 7
C5H29N3O10 | wB97M-V/def2-TZVPD

The SMILES is NCCc1cnc[nH]1.O.O.O.O.O.O.O.O.O.O.

Structure (ORCA input):
```
! wB97M-V def2-TZVPD RIJCOSX def2/J DEFGRID3
* xyz 0 1
N -0.8070 -1.0443 2.8834
C -0.6157 0.4179 2.9891
C 0.6809 0.7817 2.3288
C 0.6219 0.4944 0.8740
C 1.3911 -0.3802 0.1720
N 0.9097 -0.5194 -1.1204
C 0.0514 0.4644 -1.2775
N -0.1681 1.0860 -0.0703
H 0.0956 -1.5206 2.8617
H -1.2158 -1.4679 3.7123
H -1.5209 0.9333 2.5978
H -0.7238 0.8663 3.9719
H 0.9149 1.8609 2.4062
H 1.4913 0.1503 2.7245
H 1.9824 -1.1839 0.5949
H -0.4820 0.6624 -2.1895
H -0.5868 2.0094 -0.0479
O -1.7795 2.9861 -1.0491
H -1.4590 3.4545 -1.8270
H -2.2879 2.2513 -1.4460
O -1.6703 -1.4611 -2.5739
H -0.7193 -1.2853 -2.5986
H -1.7150 -2.2449 -3.1308
O 2.2837 -2.5912 -2.6603
H 1.5870 -2.0941 -2.2016
H 2.9604 -2.5907 -1.9750
O 1.8111 -4.1620 1.7226
H 1.2779 -4.2348 2.5247
H 1.1313 -3.7178 1.1575
O 0.6398 4.5999 0.4062
H 1.5739 4.8648 0.3434
H 0.8296 3.6868 0.1164
O -0.3111 -3.0340 0.4804
H 0.0549 -2.9690 -0.3989
H -0.6815 -2.2574 0.9165
O -1.5244 3.7789 1.7094
H -0.6716 3.3730 1.6600
H -1.9991 3.9553 0.8979
O 1.9197 2.9477 -1.5940
H 2.4383 2.3763 -2.1687
H 1.5166 3.6320 -2.1388
O -3.4179 0.4913 -1.7728
H -3.7785 0.4589 -0.8801
H -2.9175 -0.3246 -1.9642
O 0.7397 -4.7300 -1.4188
H 1.6666 -4.4982 -1.3199
H 0.4832 -4.2726 -2.2276
*
```

Atomic partial charges in e from the Löwdin method, atoms 1 to 2: atom 1 (N): 0.012, atom 2 (C): -0.273

Here are the calculated E numbers, same order: -673.03614 -2456.93912 -330.37746 -886.98902 -948.20891 -159.57104 -1124.56189 (a.u.).
Here are the calculated maximum force numbers, same order: 3.3 2.9 8.2 3.8 3.9 2.3 2.5 (eV/A).